Record 1
145
Properties=species:S:1:pos:R:3:forces:R:3:mulliken_charge:R:1 method="wB97M-V/def2-TZVPD" largest_force_ev_per_a=3.1 molar_mass_g_mol=773.047 energy_ev=-74491.6542 e_homo_ev=-8.88
O 3.1771 -1.3393 0.0977 -0.1 -0.2 -0.2 -0.274
O 4.3539 1.4854 -5.5442 1.9 0.5 -0.9 -0.581
O 3.8770 3.5731 -3.8333 1.0 -1.2 -0.3 -0.532
O -1.8600 -1.6240 2.9198 0.3 -0.1 0.0 0.608
O -0.4281 -1.7905 -3.2747 -0.5 0.2 0.0 -0.069
O 1.0395 -0.0192 -1.4164 -0.2 0.0 -0.2 -0.064
O 2.3063 1.4415 4.8927 -0.5 -0.4 0.6 -0.426
O -4.8049 1.1922 4.2324 -0.5 -0.2 0.2 -0.698
O -4.6949 -1.8753 2.4145 1.1 0.7 0.7 -0.374
O 1.5364 2.7098 -2.5194 0.4 0.3 -0.3 -0.205
O -0.6042 3.9632 -1.0402 0.3 -0.6 -1.0 -0.509
O 1.6759 -2.8882 4.1777 0.5 0.3 -0.7 -0.373
O -5.8134 -1.9153 -2.8508 0.6 -0.5 0.2 -0.558
O 0.5617 -3.9675 -4.7324 -1.7 1.8 -0.8 -0.357
O -4.4405 2.7487 2.1311 0.4 0.4 -0.4 -0.728
O -2.3244 0.8421 4.8868 0.9 0.4 -0.1 -0.590
O -1.4903 -1.4388 5.9766 0.3 -0.5 0.5 -0.649
O -1.0155 -4.1944 3.4334 0.3 -0.7 0.0 -0.615
O -5.3930 2.3164 -0.3777 -0.3 0.1 -0.6 -0.655
O -1.7875 -0.6532 -5.4823 -0.6 0.2 -0.5 -0.746
O -1.1068 4.6164 1.3308 -1.1 -0.1 -0.6 -0.497
N 3.3748 0.0390 2.5426 0.4 -1.8 1.3 -0.521
N 0.8540 -6.8706 -2.5455 1.0 0.2 0.0 -0.764
C -1.6245 4.1667 -1.9801 -1.0 0.4 -0.6 0.023
C 0.3689 -5.5664 -2.9916 -2.1 -0.4 1.1 0.678
C 1.2158 -3.2655 -5.7717 1.0 0.0 -0.2 -0.866
C 2.8740 -3.7224 0.8104 -0.9 0.0 0.0 -0.239
C -0.0367 0.5374 -0.6926 -0.6 0.6 0.0 -0.738
C -4.1058 -0.5765 -1.7566 0.2 0.1 -0.2 0.263
C 0.3672 6.3874 2.0317 -1.5 -0.2 1.2 -1.146
C 1.2707 -4.8861 -4.0046 0.7 -0.7 0.5 -0.697
C -3.8859 -3.6707 0.8878 -0.3 0.7 0.3 -0.486
C 2.0491 -2.2772 5.3915 0.4 0.0 0.6 0.496
C 4.5078 4.5662 -3.0754 -1.2 1.3 -0.2 -0.149
C 3.7130 -2.6504 0.1200 -0.1 -1.0 -0.6 -0.472
C -1.1693 4.9346 -3.1974 0.9 0.5 -0.1 -1.257
C 3.3783 1.9585 1.2797 0.1 1.5 -0.9 -1.708
C 2.2054 -3.4278 6.3596 -0.7 -0.4 0.6 -1.381
C -5.0976 -2.8450 1.4847 -0.3 -1.5 -1.0 -0.392
C 3.3011 1.4409 2.6904 -1.2 1.5 -0.7 0.976
C -0.1183 -4.7000 -1.7657 0.1 -0.2 -0.6 -1.045
C 2.1156 0.9195 -5.3018 -3.0 0.3 -0.8 -0.230
C -0.4923 -0.3399 0.4620 0.3 0.4 0.5 -0.202
C 2.0248 1.6949 3.4945 -1.0 1.1 1.5 -0.425
C -4.6048 -1.1581 -3.0879 -1.0 0.5 0.1 -0.458
C 1.1615 1.5099 5.8317 1.2 -0.2 -2.2 -0.243
C 3.9889 5.8739 -3.6691 1.9 0.5 -0.2 -1.095
C 3.4989 0.4924 -5.1577 0.1 -0.4 0.6 -0.182
C -0.8561 5.4675 2.4075 2.4 -0.7 0.9 -0.012
H 4.1914 6.6761 -2.9594 -0.8 0.3 0.1 0.358
H 2.6609 -4.3017 5.8939 0.4 0.3 -0.3 0.323
H -1.2337 0.1660 1.0804 -0.8 -0.2 -0.7 0.373
H 0.1376 -2.5588 -3.3518 0.0 -0.4 -0.4 -0.078
H -0.7469 -1.3448 0.1250 -0.5 0.2 0.0 0.032
H 3.2537 -4.7440 0.8244 1.0 0.2 -0.1 0.443
H 4.3640 2.1945 -4.8972 -0.2 0.4 0.3 0.511
H 1.5604 -3.9224 -6.5703 -0.3 -0.4 -0.1 0.379
H -1.6330 -0.5996 5.5389 -0.2 0.3 0.0 0.340
H 2.1212 -2.7363 -5.4745 0.2 -0.1 0.7 0.372
H -4.1203 -4.6975 0.6071 -0.8 0.3 -0.4 0.453
H -0.8202 -3.9132 -2.0420 0.5 0.4 -0.2 0.130
H -5.4721 1.3716 -0.5096 0.0 -0.2 -0.2 0.349
H -1.7095 -0.7661 3.3168 0.2 0.3 0.2 -0.139
H -5.6991 -2.3429 0.7270 0.5 0.0 -0.7 0.344
H -0.7163 -5.2509 -1.0397 0.0 -0.8 -0.2 0.548
H 1.3914 -1.4629 5.6954 -0.8 -0.5 0.2 -0.001
H 3.0208 3.3240 -3.4778 -0.5 -0.1 0.6 0.216
H -5.2582 1.2843 5.0704 -0.1 0.2 0.4 0.277
H 3.5092 0.2774 -4.0891 1.0 -0.4 0.4 0.108
H -2.0887 3.2358 -2.3058 0.4 -0.5 0.0 0.073
H -3.7363 0.4465 -1.8273 0.3 -0.1 -0.3 0.200
H -5.7439 -2.7356 -3.3446 -0.1 0.0 0.0 0.323
H 1.2928 5.8855 1.7498 -0.5 -0.5 -0.4 0.244
H 3.4122 3.0431 1.1767 0.3 0.2 0.4 0.495
H 0.8630 3.3061 -2.1921 -0.3 0.4 0.4 0.180
H 0.6638 6.8953 2.9494 -0.2 0.5 0.0 0.401
H 1.7346 -6.7561 -2.0642 0.3 -0.1 0.2 0.261
H 2.6773 -3.4568 1.8491 -0.2 0.0 0.0 0.054
H 1.9188 1.9415 -4.9779 0.4 -0.1 0.6 0.022
H 1.6819 -0.2571 -0.7438 0.8 -0.6 -0.1 -0.048
H -5.4072 0.6849 3.6883 -0.2 -0.2 -0.3 0.277
H 3.7760 -2.8818 -0.9433 0.4 -0.3 0.0 0.343
H 2.9846 -1.7184 5.4151 0.7 -0.2 -1.0 0.164
H 1.2181 -3.8068 6.6236 -0.1 0.2 0.3 0.271
H 2.5933 1.7186 0.5625 -0.4 -0.6 0.5 0.027
H -5.8394 -3.5276 1.8995 0.3 -0.3 0.6 0.395
H 0.1880 1.5719 -0.4332 0.3 0.1 0.8 0.268
H -1.1186 -3.4134 2.8898 -0.1 0.4 0.0 0.095
H -0.0477 -1.2833 -2.5575 0.4 0.5 0.3 0.331
H 0.9864 -2.4225 3.6989 0.0 0.2 0.3 0.024
H 1.5985 2.6980 3.5075 0.6 0.7 -0.6 0.382
H -3.8198 -1.7355 -3.5760 -0.1 -0.2 0.1 0.281
H 4.3001 -0.2237 2.2347 0.5 0.0 0.0 0.336
H 5.5946 4.5272 -3.1492 -0.1 -0.4 -0.2 0.349
H 1.5804 1.4463 6.8360 -0.2 0.0 -0.2 0.232
H -1.7438 5.8962 2.8726 -0.1 0.9 -0.8 0.341
H -1.8746 -4.3217 3.8360 -0.2 0.0 0.1 0.299
H 2.7736 -3.1974 7.2609 -0.1 0.2 0.0 0.387
H 0.0322 7.0985 1.2765 0.3 0.0 0.0 0.332
H -0.8251 0.7456 -1.4160 -0.4 -0.7 -0.1 0.383
H -3.2355 0.9352 4.6085 -0.5 -0.3 -0.2 0.375
H -2.0176 1.7406 5.0085 0.3 0.2 0.1 0.207
H -1.6903 -1.0953 -4.6389 0.4 -0.2 0.4 0.220
H -4.3157 2.1515 2.8686 0.0 0.0 0.2 0.406
H -3.3136 -1.2107 -1.3589 0.1 0.1 0.1 -0.323
H -3.0467 -3.8954 1.5461 -0.2 0.7 0.7 0.063
H -3.4556 -3.1388 0.0392 -0.1 -0.1 -0.1 -0.081
H 0.6215 -2.4680 -6.2178 -0.7 -0.5 0.3 0.203
H -1.7265 3.9438 1.6227 -0.2 -0.2 -0.2 0.125
H 2.0592 -4.3658 -3.4608 0.7 -0.1 0.0 0.202
H -0.5146 4.3456 -3.8398 -0.6 -0.3 -0.5 0.252
H -2.0373 5.4043 -3.6601 0.1 -0.5 -0.6 0.363
H -2.5196 4.6852 -1.6364 0.2 0.4 1.0 0.459
H -5.1686 2.4115 0.5480 0.2 0.1 0.4 0.425
H 3.3527 -0.2120 3.5206 -0.1 -1.4 0.2 0.023
H 3.2291 -0.9115 0.9555 -0.3 0.0 0.6 0.152
H -0.4960 5.7654 -2.9865 -0.1 0.2 0.7 0.321
H 0.6030 2.4300 5.6599 0.1 0.4 0.2 0.258
H 4.2527 4.5860 -2.0159 -0.1 -0.7 0.2 0.070
H 1.2637 1.8463 -2.2093 0.2 -0.7 0.0 0.251
H 0.2158 -0.4989 1.2753 1.0 0.0 -0.4 -0.176
H -4.9437 -0.4237 -3.8186 0.6 0.5 0.2 0.300
H 1.1423 1.1424 3.1719 0.2 -0.9 -0.3 0.033
H 0.4790 0.6996 5.5753 0.0 -0.3 0.4 -0.161
H 4.6745 6.1245 -4.4785 -0.2 0.0 -0.4 0.305
H 1.4959 0.2521 -4.7030 -0.4 0.0 0.0 -0.113
H 0.2073 -7.1910 -1.8389 -0.1 -0.2 0.0 0.289
H -1.9072 -2.0823 5.4036 0.1 -0.3 -0.2 0.314
H 4.1255 1.8408 3.2806 0.1 0.3 0.1 0.218
H 1.6799 0.9631 -6.3000 0.3 -0.4 -0.5 0.364
H 1.6609 -5.6292 -4.7001 0.4 -0.3 0.2 0.425
H 4.2916 1.5631 0.8351 0.1 0.1 0.0 0.445
H 0.7193 -4.3547 -1.1597 0.1 0.4 -0.3 0.029
H -4.8787 -0.5160 -0.9904 -0.4 -0.4 -0.2 -0.051
H 3.0016 5.7737 -4.1199 -0.1 0.2 0.6 0.301
H 1.9484 -3.9068 0.2651 -0.3 0.6 0.3 -0.336
H -0.5367 -5.9085 -3.4926 -0.2 0.7 -0.5 0.187
H -0.5807 4.7472 3.1777 0.8 0.3 0.7 0.043
H -0.8904 -0.5228 -5.7896 0.2 0.1 0.1 0.321
H 3.7660 -0.3945 -5.7324 -0.2 -0.2 0.1 0.280
H -0.8204 4.3135 -0.1729 0.0 0.3 0.2 0.351
H -4.7522 3.5610 2.5301 -0.2 0.3 0.0 0.270
H -2.6921 -1.5311 2.4559 -0.6 -0.1 -0.2 -0.031
H 4.7049 -2.7258 0.5655 0.3 0.6 -0.1 0.358
H -5.4240 -1.5150 2.9246 -0.2 -0.4 -0.2 0.164

Record 2
59
Properties=species:S:1:pos:R:3:forces:R:3:lowdin_spin:R:1 method="wB97M-V/def2-TZVPD" largest_force_ev_per_a=1.3 e_above_lowest_kj_mol=122.4 molar_mass_g_mol=788.550 charge=-2 energy_ev=-239071.6726 spin_multiplicity=2 e_homo_ev="-3.16 / -3.13"
Br -5.7726 1.4709 -5.8325 0.0 0.0 0.0 0.000
Br -1.1291 4.0196 -3.8639 0.0 0.0 0.0 0.000
Fe -1.0568 -0.0706 -0.8357 -0.3 -1.2 -0.4 0.974
Cl 4.2847 4.9455 4.3338 0.0 0.0 0.0 0.000
O 0.1027 -0.9722 -2.2020 -0.6 0.5 -0.4 -0.014
O 1.6974 -2.4893 -2.6212 0.0 0.1 0.0 0.003
O 0.6013 0.0704 0.1170 0.5 0.5 -0.7 -0.006
O -3.4203 -2.4741 2.0660 0.1 -0.1 0.1 0.003
O -1.0572 1.4086 -2.1065 0.9 0.4 0.3 -0.004
O 0.9345 -0.9397 2.0938 0.1 -0.1 0.0 0.000
O 3.6988 -0.3106 1.7850 0.0 0.0 0.0 0.000
O -2.7529 -0.8874 0.6083 -0.3 0.2 0.4 0.043
N -1.5489 1.4198 0.3608 -0.4 -0.4 0.4 0.006
N -2.6863 -0.5349 -1.9976 0.1 0.1 -0.1 -0.009
N -2.3639 2.3514 2.4443 -0.2 0.5 -0.3 -0.002
N -0.8371 -2.2610 -0.2542 0.3 0.5 0.5 0.006
N -2.7232 1.8405 4.8170 0.0 0.0 0.0 -0.001
C 1.3089 -0.4380 1.0425 -0.3 -0.1 0.3 -0.001
C -2.9892 0.4193 -2.9045 0.0 0.2 0.1 0.001
C 4.9997 1.6197 2.2207 -0.1 0.0 0.0 0.000
C 0.2978 -2.7650 -0.7185 -0.1 0.1 -0.2 0.000
C -3.4228 2.5125 -4.6308 -0.1 -0.1 0.0 0.000
C 4.0797 3.3871 3.5608 0.0 0.0 0.0 0.000
C -2.0457 1.5071 -2.8909 -0.2 -0.3 -0.1 -0.002
C -4.5416 -1.7873 -2.7815 0.0 0.1 -0.1 -0.001
C -4.0984 0.3534 -3.7647 0.0 0.0 0.0 0.000
C -4.2910 1.4532 -4.6361 0.0 0.1 0.0 0.001
C 5.1319 2.8569 2.8381 0.0 0.0 0.0 0.000
C 0.7688 -2.0277 -1.9636 0.3 -0.5 0.2 0.001
C 0.9529 -3.7972 -0.0738 -0.1 0.0 -0.2 0.000
C -1.3808 -2.7154 0.8637 0.1 -0.1 0.1 0.001
C -3.4301 -1.6125 -1.9405 0.0 -0.1 0.0 -0.001
C -0.7923 -3.7493 1.5795 -0.1 0.0 -0.1 0.000
C -2.3125 2.5473 -3.7781 0.0 0.0 -0.1 0.000
C 2.8029 -0.4083 0.6745 0.0 0.1 0.1 -0.001
C 2.7402 1.4722 3.0890 0.0 0.0 0.0 0.000
C 0.3918 -4.2841 1.1011 0.0 0.0 0.1 0.000
C -2.5334 2.0112 3.6828 0.1 -0.3 0.3 0.000
C 2.8806 2.7120 3.6924 0.0 0.0 0.0 0.000
C 3.7912 0.9308 2.3559 0.0 0.0 0.0 0.000
C -4.8901 -0.8103 -3.6749 0.0 0.0 0.1 0.000
C -1.9273 1.7513 1.4145 0.0 0.1 -0.3 -0.001
C -2.6442 -1.9587 1.2582 0.0 0.0 -0.1 0.003
C 6.1190 1.0351 1.4073 0.0 0.0 0.0 0.000
H 1.8218 0.9086 3.1811 0.0 0.0 0.0 0.000
H -5.1230 -2.6942 -2.6917 0.0 0.0 0.0 0.000
H 5.9536 1.2042 0.3408 0.0 0.0 0.0 0.000
H 3.0389 -1.3615 0.1960 -0.1 0.0 0.0 0.000
H 6.0558 3.4137 2.7456 0.0 0.0 0.0 0.000
H 7.0723 1.4894 1.6793 0.0 0.0 0.0 0.000
H 1.8750 -4.1801 -0.4885 0.0 0.0 0.0 0.000
H 2.0675 3.1412 4.2604 0.0 0.0 0.0 0.000
H -1.2550 -4.0792 2.4981 0.0 0.0 0.0 0.000
H 0.8963 -5.0664 1.6566 0.0 0.0 0.0 0.000
H -3.5855 3.3447 -5.3022 0.0 0.0 0.0 0.000
H 6.1799 -0.0423 1.5506 0.0 0.0 0.0 0.000
H 2.9870 0.3961 -0.0409 0.0 0.0 0.0 0.000
H -5.7595 -0.9174 -4.3105 0.0 0.0 0.0 0.000
H -3.1621 -2.3588 -1.2099 0.0 0.0 0.0 0.000

Record 3
59
Properties=species:S:1:pos:R:3:forces:R:3:lowdin_spin:R:1 method="wB97M-V/def2-TZVPD" largest_force_ev_per_a=1.8 e_above_lowest_kj_mol=123.8 molar_mass_g_mol=788.550 charge=-2 energy_ev=-239072.6904 spin_multiplicity=6 e_homo_ev="-3.38 / -3.35"
Br -3.7210 1.6386 -3.3150 0.1 0.0 0.0 0.002
Br 1.3547 1.9465 -5.7650 0.0 0.0 0.1 0.001
Fe -1.2439 -0.9966 0.5365 0.1 -0.2 0.4 4.361
Cl 4.5362 3.9660 -2.9257 0.1 0.0 -0.2 0.000
O -2.8650 -2.5704 -0.0522 0.4 0.8 -0.6 0.093
O -2.0800 0.1711 -1.1381 -0.1 -0.8 1.6 0.087
O -3.9482 -4.4509 0.5604 0.0 0.0 -0.1 0.013
O 0.5679 2.1777 0.9798 -0.2 0.0 -0.1 0.000
O -1.7199 0.5411 2.1799 0.1 0.2 -1.1 0.084
O 2.4652 -0.0571 2.8244 -0.1 -0.2 -0.1 0.011
O -1.7226 0.8502 4.4082 0.0 0.1 -0.1 0.011
O 0.6333 -0.6180 1.6670 -0.6 -0.8 -0.4 0.073
N 0.4689 -0.4519 -1.1210 -0.2 -0.3 0.7 0.048
N 0.8231 -7.4011 0.4214 0.0 0.1 0.0 0.003
N -0.2060 -2.8837 0.2874 -0.4 0.6 0.2 0.060
N -2.4992 -1.8346 2.3356 0.8 0.0 -0.5 0.060
N 0.4539 -5.1173 -0.3960 0.2 0.0 -0.8 0.008
C -3.0311 -3.0351 2.2252 -0.1 -0.2 -0.3 0.005
C 1.7399 -0.7449 -1.0126 0.0 -0.1 0.1 0.007
C -2.2935 -1.2761 3.5125 0.1 0.3 0.1 0.005
C 0.2827 1.3460 -4.3023 -0.1 0.2 -0.3 0.006
C 0.6216 -6.3028 0.0941 0.0 -0.2 0.4 0.001
C 3.3684 3.3478 -1.7865 -0.1 -0.1 0.2 0.000
C -2.5434 -1.9607 4.6891 0.0 0.0 0.0 0.002
C 0.8765 0.6559 -3.2257 -0.1 -0.1 0.2 0.001
C -3.3462 -3.7863 3.3457 0.0 0.0 0.0 0.002
C -1.0621 1.6094 -4.3251 0.4 -0.1 0.0 0.000
C 0.0247 0.2295 -2.1827 0.0 0.2 -0.4 0.003
C 2.0196 3.6211 -1.9764 0.1 0.0 0.1 0.000
C 1.0913 3.2199 -1.0331 -0.1 0.0 0.1 0.000
C 1.4003 0.1981 2.2572 0.0 1.0 0.0 0.006
C 3.7975 2.6231 -0.6946 0.0 0.1 -0.1 0.000
C -1.3877 0.5134 -2.1490 0.1 0.2 -0.5 0.005
C -3.0564 -3.2497 4.5943 0.0 0.1 -0.1 0.000
C 2.2501 0.3710 -3.0717 0.0 -0.1 0.1 0.001
C -3.3103 -3.4219 0.7670 0.0 -0.1 0.5 0.007
C 2.6767 -0.3247 -1.9721 -0.1 0.0 -0.2 0.001
C 1.5250 2.4976 0.0962 0.2 0.1 -0.2 0.000
C -1.8556 0.1808 3.3856 -0.1 -0.5 0.2 0.006
C 2.8726 2.1794 0.2414 0.0 -0.1 0.1 0.000
C -0.3634 3.5753 -1.1352 0.1 0.0 0.0 0.000
C 0.0762 -3.9856 0.0221 -0.1 0.2 0.4 0.015
C -1.8746 1.1980 -3.2686 -0.3 -0.2 0.4 0.009
C 0.9634 1.6937 2.2582 0.1 -0.5 0.2 0.000
H 3.2031 1.5716 1.0748 0.0 0.1 0.0 0.000
H 4.8470 2.3904 -0.5744 0.0 0.0 0.0 0.000
H 0.0814 1.7915 2.8875 0.1 0.0 0.0 0.000
H 1.7829 2.2955 2.6587 0.0 0.0 -0.1 0.000
H -1.5000 2.1391 -5.1592 0.0 0.0 0.0 0.000
H -3.2395 -3.8282 5.4922 0.0 0.0 0.0 0.000
H 2.0227 -1.3052 -0.1290 0.0 0.0 0.0 0.001
H -0.5834 4.0706 -2.0805 0.0 0.0 0.0 0.000
H -3.7955 -4.7602 3.2135 0.0 0.0 0.0 0.001
H -0.9879 2.6891 -1.0370 -0.1 0.1 0.0 0.000
H -2.3329 -1.4815 5.6346 0.0 0.0 0.0 0.000
H -0.6335 4.2315 -0.3050 -0.1 0.0 0.0 0.000
H 1.7009 4.1547 -2.8633 0.0 0.1 0.0 0.000
H 2.9521 0.7174 -3.8186 0.0 0.0 0.0 0.000
H 3.7233 -0.5580 -1.8350 0.0 0.0 0.0 0.000

Record 4
56
Properties=species:S:1:pos:R:3:forces:R:3:mulliken_charge:R:1 method="wB97M-V/def2-TZVPD" largest_force_ev_per_a=0.3 e_above_lowest_kj_mol=0.0 molar_mass_g_mol=852.355 charge=+1 energy_ev=-143060.2638 e_homo_ev=-10.75
I -2.5930 -0.4199 0.1090 -0.2 0.0 0.0 0.271
Ru -0.1231 -0.9644 0.5575 0.0 0.0 -0.1 1.125
Br -2.9167 -3.3736 -1.7717 0.0 0.0 0.0 -0.058
S -1.1209 -5.4936 1.0975 0.1 0.0 0.0 -0.334
F 1.2492 4.4333 -1.8831 0.0 0.0 0.0 -0.272
F 1.6744 4.8047 1.0723 0.0 0.0 0.0 -0.312
F 3.7891 2.8255 1.3986 0.1 0.0 0.0 -0.354
F 3.0549 0.3479 -0.1872 0.0 0.0 0.0 -0.361
F 2.0584 1.7890 -2.6208 0.0 0.0 -0.1 -0.292
O 0.2965 -1.2168 -1.5470 0.0 0.1 0.1 0.066
O 0.1653 1.2556 0.7363 0.3 -0.2 -0.1 -0.814
O -0.4122 -0.6315 2.5857 0.1 0.2 0.1 -0.100
O 1.9135 1.9041 1.9793 -0.1 0.2 -0.1 -0.213
N -0.1646 -2.9106 0.7599 0.0 -0.1 0.0 -0.694
C -4.7976 -3.2385 2.4992 0.0 0.0 0.0 -0.711
C 2.3290 0.1627 6.2195 0.0 0.0 0.0 -1.012
C -2.0224 0.9902 4.1365 -0.1 0.1 0.0 -0.156
C 0.5324 -1.3243 -2.6479 0.0 -0.1 0.0 -0.190
C 3.3035 -0.7112 5.7665 0.0 0.0 0.0 -0.525
C 1.3175 0.1801 4.0433 0.1 0.1 0.0 -0.270
C -3.6839 -3.2765 -0.0538 0.1 0.0 -0.1 -0.020
C 1.3332 0.6114 5.3617 0.0 0.0 0.0 -0.335
C -0.5835 -4.0093 0.8973 0.0 0.0 0.0 0.387
C -4.1208 -2.1264 2.0281 0.0 0.0 0.0 -0.336
C -0.8370 1.5209 3.6452 0.1 0.0 0.0 -1.257
C -4.9179 -4.3642 1.6965 0.0 0.0 0.0 -0.505
C -2.9826 1.8326 4.6839 0.1 -0.1 0.0 -0.953
C -4.3607 -4.3876 0.4283 -0.1 0.0 0.1 -0.391
C -1.5771 3.7293 4.2515 -0.1 0.0 0.0 -0.926
C -0.6145 2.8940 3.7084 0.0 0.0 0.0 -0.078
C 2.3064 -0.6954 3.5876 0.0 0.0 0.0 -0.129
C 2.2160 2.2404 -1.4003 -0.1 0.1 0.1 0.607
C 3.2932 -1.1438 4.4457 0.0 0.0 0.0 -1.004
C 0.2345 0.6029 3.0748 -0.2 -0.2 0.1 4.686
C 1.9049 3.7584 0.3037 0.0 -0.1 0.1 -0.522
C 2.6807 1.6125 -0.3362 0.2 0.0 0.0 -0.690
C 2.5930 2.5285 0.8644 -0.3 -0.1 0.0 1.853
C -2.7649 3.1996 4.7387 0.1 0.1 0.0 -0.586
C 0.7752 1.2776 1.7983 0.0 0.0 0.0 -1.047
C 1.7355 3.5981 -1.0001 0.1 0.0 0.0 0.527
C -3.5700 -2.1522 0.7534 0.0 0.0 0.0 0.362
H 2.3201 -1.0169 2.5482 0.0 0.0 0.0 0.318
H -3.9019 1.4141 5.0712 0.0 0.0 0.0 0.454
H 4.0758 -1.0572 6.4400 0.0 0.0 0.0 0.431
H -4.4355 -5.2699 -0.1912 0.0 0.0 0.0 0.425
H 0.3158 3.3263 3.3560 0.0 0.0 0.0 0.459
H -5.2275 -3.2234 3.4912 0.0 0.0 0.0 0.412
H 2.3400 0.5008 7.2468 0.0 0.0 0.0 0.449
H -2.2062 -0.0740 4.0931 0.0 0.0 0.0 0.500
H -3.5153 3.8520 5.1640 0.0 0.0 0.0 0.446
H -4.0190 -1.2435 2.6453 0.0 0.0 0.0 0.476
H 4.0561 -1.8210 4.0870 0.0 0.0 0.0 0.442
H 0.5758 1.2926 5.7240 0.0 0.0 0.0 0.464
H -5.4426 -5.2369 2.0603 0.0 0.0 0.0 0.401
H -1.3969 4.7948 4.2948 0.0 0.0 0.0 0.459
H -0.0901 -1.3602 3.1409 0.0 -0.1 -0.1 0.425